The following is a quantum chemistry calculation of 14 unconnected molecules or ions with the total composition C4H39N2O13, from the Open Molecules 2025 dataset.

Last column: natural (NBO) charge in e.
Atoms and positions in Å:
C1 -2.39 -1.41 2.17  -0.25
C2 -2.48 -0.41 3.34  -0.43
C3 -2.33 0.97 2.63  -0.24
C4 -1.55 1.23 0.17  -0.41
N1 -1.14 0.96 1.56  -0.70
N2 -0.97 -1.94 1.92  -0.74
H1 -2.96 -1.13 1.23  0.23
H2 -3.09 -2.25 2.60  0.23
H3 -3.36 -0.50 4.04  0.25
H4 -1.51 -0.69 4.07  0.20
H5 -2.09 1.80 3.40  0.21
H6 -3.28 1.27 2.11  0.20
H7 -2.25 1.99 -0.10  0.18
H8 -2.34 0.27 0.05  0.17
H9 -0.69 1.36 -0.53  0.20
H10 -0.45 1.65 1.89  0.41
H11 -0.49 -2.03 2.83  0.45
H12 -0.94 -2.86 1.44  0.47
H13 -0.50 -1.20 1.41  0.49
H14 -0.76 3.57 -1.89  0.47
H15 0.02 3.85 -3.05  0.49
O1 -0.33 3.16 -2.50  -0.94
H16 -3.22 -1.66 -3.86  0.47
H17 -1.74 -1.32 -3.87  0.49
O2 -2.54 -1.46 -3.26  -1.00
H18 -1.59 -2.70 -1.06  0.50
H19 -0.23 -3.47 -0.88  0.49
O3 -1.17 -3.44 -0.53  -0.97
H20 0.69 -0.93 -0.71  0.49
H21 1.76 -0.71 0.16  0.50
O4 0.82 -0.91 0.22  -0.97
H22 -1.69 2.16 -4.06  0.50
H23 -0.26 2.06 -4.01  0.50
O5 -0.94 1.87 -4.70  -0.92
H24 1.47 2.68 0.62  0.50
H25 2.13 3.00 2.04  0.49
O6 1.35 2.50 1.55  -1.01
H26 1.63 -1.64 3.71  0.49
H27 1.88 -3.16 3.73  0.48
O7 1.26 -2.48 3.89  -0.98
H28 -0.70 0.41 -4.67  0.51
H29 -0.65 -0.91 -5.52  0.49
O8 -0.42 -0.59 -4.63  -1.02
H30 1.71 0.69 3.13  0.49
H31 1.37 0.34 4.51  0.49
O9 1.93 0.09 3.77  -0.95
H32 3.30 -0.08 -1.47  0.51
H33 2.13 0.69 -2.38  0.51
O10 2.47 0.36 -1.43  -1.00
H34 4.81 -1.19 1.58  0.47
H35 3.71 -0.36 1.94  0.47
O11 4.29 -0.33 1.13  -0.94
H36 3.22 2.77 -1.01  0.50
H37 1.80 1.91 -0.83  0.51
O12 2.32 2.78 -0.77  -0.99
H38 2.37 -1.65 -4.09  0.48
H39 0.87 -1.46 -3.69  0.50
O13 1.74 -1.51 -3.36  -0.99

Summary:
* ΔE to the lowest compared entry with this formula, charge and spin: 167.4 kcal per mole
* total charge: +1
* DFT total energy: -1263.06863 hartree